Record 1
Computed, not measured: a cluster of 2 separate species, C5H12O in total at a distorted geometry, with wB97M-V/def2-TZVPD.

Last column: natural (NBO) charge in e.
CARTESIAN COORDINATES (ANGSTROEM)
C1 0.862 -2.068 0.192  -0.65
C2 1.204 -0.619 0.153  -0.20
C3 1.104 0.198 1.217  0.02
C4 1.299 1.697 1.044  -0.64
C5 0.263 -0.203 2.390  -0.67
H1 1.655 -2.687 0.629  0.22
H2 0.764 -2.499 -0.807  0.22
H3 -0.054 -2.260 0.754  0.21
H4 1.558 -0.138 -0.749  0.19
H5 1.099 1.908 -0.009  0.22
H6 0.772 2.295 1.770  0.22
H7 2.377 1.896 1.096  0.22
H8 -0.685 -0.585 1.996  0.22
H9 0.716 -0.980 3.018  0.22
H10 -0.089 0.520 3.132  0.22
O1 -4.028 1.181 -5.549  -0.94
H11 -4.283 1.935 -5.003  0.47
H12 -4.536 0.410 -5.275  0.47

Properties
Energy ... -7426.013 eV
SMILES string ... CC=C(C)C.O
Relative energy (zero: lowest compared OMol25 entry of this formula, charge and spin) ... 29.94 kcal per mole
Maximum force ... 2.17 eV Å⁻¹
Kohn-Sham gap ... 0.354 hartree

Record 2
Computed, not measured: the ion C6H10 with charge -1 at a distorted geometry, with wB97M-V/def2-TZVPD.

Last column: Mulliken spin population.
CARTESIAN COORDINATES (ANGSTROEM)
C1 0.518 -0.762 1.525  0.11
C2 -0.101 -0.195 0.283  -0.15
C3 0.767 0.164 -0.739  0.62
C4 2.240 0.473 -0.531  -0.12
C5 -2.269 0.454 -0.792  0.51
C6 -1.503 -0.220 0.161  0.02
H1 0.929 0.008 2.187  0.02
H2 1.366 -1.414 1.287  -0.01
H3 -0.216 -1.346 2.091  -0.04
H4 0.425 0.474 -1.714  0.04
H5 2.558 0.614 0.504  0.00
H6 2.503 1.377 -1.101  0.01
H7 2.886 -0.314 -0.954  0.03
H8 -1.969 1.386 -1.260  -0.01
H9 -3.210 0.003 -1.078  -0.02
H10 -1.984 -0.969 0.800  0.00

Properties
2S+1 ... 2
Energy ... -6381.941 eV
Relative energy (zero: lowest compared OMol25 entry of this formula, charge and spin) ... 4.22 kcal per mole
Maximum force ... 1.06 eV Å⁻¹
⟨S²⟩ ... 0.7683
Kohn-Sham gap (spin up / spin down) ... 0.154 / 0.241 hartree
Net charge ... -1

Record 3
Computed, not measured: a structure of composition C4H4O3Rb at a distorted geometry, with wB97M-V/def2-TZVPD.

Last column: natural (NBO) charge in e.
CARTESIAN COORDINATES (ANGSTROEM)
O1 0.713 0.254 -1.032  -0.58
Rb1 4.323 0.561 -2.169  1.00
O2 4.603 1.258 1.094  0.00
C1 -0.324 -0.330 -1.286  0.46
C2 -1.459 -0.455 -0.317  -0.52
H1 -2.367 -0.088 -0.822  0.26
H2 -0.384 -0.945 -2.206  0.12
H3 -1.611 -1.514 -0.075  0.26
C3 -1.202 0.395 0.907  -0.56
C4 -0.584 -0.064 1.982  0.73
O3 -0.216 -0.521 2.984  -0.43
H4 -1.491 1.447 0.940  0.27

Properties
Energy ... -10998.333 eV
Maximum force ... 1.48 eV Å⁻¹
Kohn-Sham gap (spin up / spin down) ... 0.162 / 0.168 hartree
Net charge ... +1

Record 4
Computed, not measured: the ion C4H10N2 with charge +1 at a distorted geometry, with wB97M-V/def2-TZVPD.

Last column: Mulliken spin population.
CARTESIAN COORDINATES (ANGSTROEM)
C1 0.825 -1.833 -0.021  0.00
C2 -0.567 -1.281 -0.061  0.08
C3 -0.781 -0.081 0.843  -0.01
N1 -0.127 1.144 0.549  0.63
C4 -0.097 2.096 -0.558  -0.15
N2 0.941 2.833 -0.662  0.43
H1 0.958 -2.455 0.869  0.00
H2 0.890 -2.542 -0.864  0.01
H3 1.549 -1.066 0.007  0.00
H4 -1.224 -2.157 0.233  0.00
H5 -0.845 -1.040 -1.195  0.00
H6 -1.910 0.005 0.925  0.05
H7 -0.405 -0.259 1.854  0.00
H8 0.757 1.323 0.968  -0.03
H9 -1.066 2.048 -1.277  0.00
H10 1.100 3.264 -1.609  -0.01

Properties
2S+1 ... 2
Energy ... -7280.472 eV
Relative energy (zero: lowest compared OMol25 entry of this formula, charge and spin) ... 60.43 kcal per mole
Maximum force ... 4.35 eV Å⁻¹
⟨S²⟩ ... 0.7840
Kohn-Sham gap (spin up / spin down) ... 0.431 / 0.276 hartree
Net charge ... +1

Record 5
Computed, not measured: a structure of composition C29H46CoN2O6PS, with wB97M-V/def2-TZVPD.

Last column: Mulliken spin population.
CARTESIAN COORDINATES (ANGSTROEM)
Co1 1.604 -2.305 -0.391  0.98
O1 2.582 -4.371 -0.186  0.03
C1 1.597 -5.382 0.013  0.00
C2 0.396 -5.102 -0.870  0.00
N1 -0.311 -3.878 -0.518  -0.01
C3 -1.019 -3.968 0.746  0.00
C4 -0.116 -3.626 1.948  0.00
O2 -0.477 -4.032 3.058  0.00
O3 0.888 -2.916 1.661  0.01
C5 -1.105 -3.384 -1.626  0.00
C6 -0.264 -2.564 -2.604  0.00
O4 -0.805 -2.128 -3.623  0.00
O5 0.950 -2.372 -2.268  0.00
H1 2.875 -4.015 0.673  0.00
H2 2.024 -6.348 -0.282  0.00
H3 1.318 -5.446 1.065  0.00
H4 0.754 -4.996 -1.896  0.00
H5 -0.286 -5.970 -0.834  0.00
H6 -1.811 -3.214 0.753  0.00
H7 -1.495 -4.946 0.903  0.00
H8 -1.623 -4.178 -2.183  0.00
H9 -1.874 -2.717 -1.240  0.00
S1 3.690 -1.716 1.399  -0.01
C7 4.087 -1.144 -0.154  0.00
C8 5.248 -0.404 -0.478  0.00
C9 5.441 0.045 -1.756  0.00
C10 4.488 -0.239 -2.740  0.00
C11 3.375 -0.965 -2.377  0.00
N2 3.176 -1.401 -1.124  -0.02
H10 5.959 -0.206 0.312  0.00
H11 6.329 0.617 -2.002  0.00
H12 4.606 0.092 -3.761  0.00
H13 2.590 -1.217 -3.075  0.00
O6 0.318 -0.589 -0.145  0.01
P1 -0.375 0.732 -0.183  0.02
C12 -1.761 0.593 -1.378  0.00
C13 -2.909 -0.316 -0.907  0.00
C14 -4.058 0.426 -0.233  0.00
C15 -4.575 1.558 -1.114  0.00
C16 -3.456 2.535 -1.462  0.00
C17 -2.285 1.822 -2.133  0.00
C18 -0.795 1.137 1.556  0.00
C19 -1.671 2.366 1.884  0.00
C20 -2.434 2.181 3.200  0.00
C21 -1.543 1.497 4.231  0.00
C22 -1.214 0.058 3.792  0.00
C23 -1.312 -0.121 2.275  0.00
C24 0.730 2.030 -0.826  0.00
C25 2.161 1.807 -0.306  0.00
C26 3.026 3.010 -0.661  0.00
C27 2.557 4.274 0.083  0.00
C28 1.084 4.171 0.490  0.00
C29 0.257 3.485 -0.594  0.00
H14 -1.200 0.005 -2.119  0.00
H15 -2.522 -1.095 -0.246  0.00
H16 -3.299 -0.832 -1.791  0.00
H17 -3.733 0.829 0.729  0.00
H18 -4.863 -0.280 -0.011  0.00
H19 -5.404 2.078 -0.628  0.00
H20 -4.970 1.130 -2.043  0.00
H21 -3.123 3.047 -0.553  0.00
H22 -3.831 3.316 -2.129  0.00
H23 -1.476 2.526 -2.339  0.00
H24 -2.621 1.463 -3.112  0.00
H25 0.213 1.312 1.958  0.00
H26 -2.378 2.582 1.080  0.00
H27 -1.037 3.252 1.974  0.00
H28 -3.330 1.572 3.036  0.00
H29 -2.782 3.153 3.558  0.00
H30 -2.014 1.498 5.216  0.00
H31 -0.622 2.081 4.332  0.00
H32 -1.893 -0.650 4.271  0.00
H33 -0.209 -0.219 4.115  0.00
H34 -2.353 -0.300 1.986  0.00
H35 -0.731 -0.990 1.969  0.00
H36 0.757 1.829 -1.905  0.00
H37 2.559 0.896 -0.745  0.00
H38 2.173 1.643 0.776  0.00
H39 2.973 3.166 -1.743  0.00
H40 4.071 2.797 -0.434  0.00
H41 2.703 5.155 -0.549  0.00
H42 3.166 4.431 0.976  0.00
H43 0.677 5.163 0.702  0.00
H44 1.002 3.601 1.419  0.00
H45 0.361 4.051 -1.526  0.00
H46 -0.804 3.528 -0.341  0.00

Properties
2S+1 ... 2
Energy ... -103841.537 eV
Relative energy (zero: lowest compared OMol25 entry of this formula, charge and spin) ... 19.90 kcal per mole
Maximum force ... 0.46 eV Å⁻¹
⟨S²⟩ ... 0.7558
Kohn-Sham gap (spin up / spin down) ... 0.255 / 0.255 hartree
Net charge ... -1